Record 1
The following is a DFT calculation (wB97M-V/def2-TZVPD) of one molecule with the formula C4H10NO3P in a non-equilibrium geometry.

The geometry in XYZ format:
```
19
Properties=species:S:1:pos:R:3
H -0.397 -0.473 -2.588
H 2.067 -0.488 -1.827
H 0.353 0.845 -2.073
C -1.535 0.507 0.034
O -1.086 1.788 0.021
H 2.581 -2.060 3.295
P 0.768 -1.694 1.834
H 3.030 -0.777 1.886
C 2.224 -1.307 2.524
H -0.966 -1.495 -0.410
H -3.126 -0.417 -0.705
C 0.188 -0.155 -1.793
C -0.424 -0.542 -0.415
H -0.798 2.015 -0.929
H 1.226 0.112 0.572
H -1.806 0.211 1.032
O 1.357 -1.099 -2.013
O -2.649 0.438 -0.792
N 0.642 -0.631 0.503
```

* net charge: 0
* Kohn-Sham gap: 9.0 eV
* structure (SMILES): C=PN[C@H](CO)C(O)O
* HOMO energy: -0.3078 Eh

Formally, the natural (NBO) partial charges of the atoms, in units of the elementary charge, are as follows: atom 1 (H): 0.20, atom 2 (H): 0.46, atom 3 (H): 0.17, atom 4 (C): 0.38, atom 5 (O): -0.69, atom 6 (H): 0.24, atom 7 (P): 0.94, atom 8 (H): 0.23, atom 9 (C): -1.03, atom 10 (H): 0.20, atom 11 (H): 0.48, atom 12 (C): -0.11, atom 13 (C): -0.10, atom 14 (H): 0.47, atom 15 (H): 0.38, atom 16 (H): 0.14, atom 17 (O): -0.70, atom 18 (O): -0.73, atom 19 (N): -0.91

---

Record 2
The following is a DFT calculation (wB97M-V/def2-TZVPD) of one molecule with the formula BrClO3S in a non-equilibrium geometry.

The geometry in XYZ format:
```
6
Properties=species:S:1:pos:R:3
O -0.394 -0.914 1.111
S -0.265 -0.065 -0.009
O 0.861 1.036 0.273
O -0.097 -0.615 -1.300
Br 2.433 0.283 0.163
Cl -1.807 1.227 -0.057
```

* net charge: 0
* Kohn-Sham gap: 10.1 eV
* HOMO energy: -0.4113 Eh

Formally, the natural (NBO) partial charges of the atoms, in units of the elementary charge, are as follows: atom 1 (O): -0.87, atom 2 (S): 2.29, atom 3 (O): -0.79, atom 4 (O): -0.88, atom 5 (Br): 0.41, atom 6 (Cl): -0.16

---

Record 3
The following is a DFT calculation (wB97M-V/def2-TZVPD) of C27H25IN4O2Sn as an isolated structure in a non-equilibrium geometry.

The geometry in XYZ format:
```
60
Properties=species:S:1:pos:R:3
H 5.193 0.474 -3.836
N -0.910 -4.216 -0.173
Sn 1.133 -0.419 -0.043
H -2.919 -4.331 -1.504
H 1.379 -1.205 -2.833
H -4.516 0.364 -1.249
C -1.569 -7.181 3.693
C -3.092 -3.480 0.485
C 4.305 1.427 2.714
C -2.822 -6.715 3.283
C -1.727 -4.962 1.975
C -0.880 -2.563 1.454
C 2.380 -0.829 -2.598
C 2.259 0.184 2.590
C 4.497 0.149 -3.079
C 3.116 0.995 3.316
C 3.836 -0.112 -0.778
H -4.918 -3.237 -2.300
H -3.902 -5.222 2.100
H 4.935 2.089 3.287
H 3.062 -0.502 -4.596
H -3.526 2.061 0.570
C -3.611 0.977 0.700
H 5.617 0.885 -1.325
O -0.067 -2.809 -1.853
H -3.502 -2.584 2.385
C -1.692 -3.850 0.964
H -3.297 -0.737 -0.478
C 3.300 -0.413 -3.535
C 3.791 0.211 0.682
C -0.488 -5.462 2.370
H 0.581 -6.883 3.595
I 1.254 2.342 -0.680
C -2.907 -5.604 2.406
N 2.685 -0.249 1.370
H 1.259 -0.131 2.926
H -5.571 -1.500 1.587
C 4.638 1.068 1.394
H 2.836 1.302 4.325
C -3.642 0.282 -0.629
H -6.273 -1.803 -0.801
C -0.397 -6.560 3.234
H 0.425 -4.971 2.021
C -5.436 -2.354 -0.396
H -2.725 0.570 1.265
H -2.827 0.727 -1.206
H -4.503 0.688 1.263
C 4.759 0.347 -1.714
C -0.312 -3.064 -0.679
C -4.690 -3.152 -1.258
H 5.484 1.475 0.855
H -1.545 -8.012 4.391
H -1.192 -4.975 -0.780
N 2.767 -0.816 -1.295
H -3.761 -7.140 3.671
C -3.515 -3.746 -0.816
O -0.805 -1.986 2.542
N -0.164 -2.151 0.361
C -3.865 -2.750 1.377
C -5.044 -2.171 0.929
```

* net charge: +2
* Kohn-Sham gap: 4.2 eV
* HOMO energy: -0.4935 Eh

Formally, the natural (NBO) partial charges of the atoms, in units of the elementary charge, are as follows: atom 1 (H): 0.27, atom 2 (N): -0.60, atom 3 (Sn): 1.83, atom 4 (H): 0.21, atom 5 (H): 0.28, atom 6 (H): 0.22, atom 7 (C): -0.18, atom 8 (C): -0.05, atom 9 (C): -0.07, atom 10 (C): -0.19, atom 11 (C): 0.00, atom 12 (C): 0.71, atom 13 (C): 0.08, atom 14 (C): 0.08, atom 15 (C): -0.07, atom 16 (C): -0.20, atom 17 (C): 0.26, atom 18 (H): 0.23, atom 19 (H): 0.24, atom 20 (H): 0.27, atom 21 (H): 0.28, atom 22 (H): 0.21, atom 23 (C): -0.60, atom 24 (H): 0.25, atom 25 (O): -0.62, atom 26 (H): 0.24, atom 27 (C): 0.02, atom 28 (H): 0.20, atom 29 (C): -0.20, atom 30 (C): 0.15, atom 31 (C): -0.22, atom 32 (H): 0.23, atom 33 (I): -0.03, atom 34 (C): -0.21, atom 35 (N): -0.62, atom 36 (H): 0.27, atom 37 (H): 0.23, atom 38 (C): -0.17, atom 39 (H): 0.28, atom 40 (C): -0.60, atom 41 (H): 0.22, atom 42 (C): -0.19, atom 43 (H): 0.20, atom 44 (C): -0.13, atom 45 (H): 0.18, atom 46 (H): 0.18, atom 47 (H): 0.21, atom 48 (C): -0.20, atom 49 (C): 0.79, atom 50 (C): -0.20, atom 51 (H): 0.25, atom 52 (H): 0.23, atom 53 (H): 0.44, atom 54 (N): -0.64, atom 55 (H): 0.24, atom 56 (C): -0.22, atom 57 (O): -0.55, atom 58 (N): -0.76, atom 59 (C): -0.22, atom 60 (C): -0.21

---

Record 4
The following is a DFT calculation (wB97M-V/def2-TZVPD) of one molecule with the formula C5H7F in a non-equilibrium geometry.

The geometry in XYZ format:
```
13
Properties=species:S:1:pos:R:3
H -0.810 1.965 -0.205
C 2.147 -1.472 -0.014
H 0.711 1.823 -0.896
H 2.979 -2.101 0.247
F -2.018 -1.473 -0.366
H -0.427 -0.014 -1.500
H -2.028 0.308 0.636
C 1.239 -0.745 -0.200
C -1.303 -0.558 0.450
H 0.650 1.796 0.895
H -1.051 -0.975 1.401
C -0.182 -0.024 -0.364
C 0.092 1.471 -0.082
```

* net charge: 0
* Kohn-Sham gap: 11.4 eV
* structure (SMILES): C#C[C@H](C)CF
* HOMO energy: -0.3803 Eh

Formally, the natural (NBO) partial charges of the atoms, in units of the elementary charge, are as follows: atom 1 (H): 0.20, atom 2 (C): -0.27, atom 3 (H): 0.22, atom 4 (H): 0.24, atom 5 (F): -0.37, atom 6 (H): 0.25, atom 7 (H): 0.16, atom 8 (C): 0.00, atom 9 (C): 0.05, atom 10 (H): 0.22, atom 11 (H): 0.19, atom 12 (C): -0.30, atom 13 (C): -0.60

---

Record 5
The following is a DFT calculation (wB97M-V/def2-TZVPD) of one molecule with the formula C7H5NOS in a non-equilibrium geometry.

The geometry in XYZ format:
```
15
Properties=species:S:1:pos:R:3
C 0.017 -1.230 -2.349
C 0.077 0.483 1.852
C 0.233 0.143 0.301
O 0.774 -0.043 2.609
H 2.894 1.119 -1.952
H -1.099 1.701 2.966
C -0.607 -1.009 0.071
H -1.418 1.578 1.219
C 0.199 -1.262 -3.608
H -1.256 -1.371 0.839
H -1.266 -2.442 -1.133
C -0.661 -1.543 -1.122
C 1.141 0.655 -0.495
S 1.907 1.910 -1.258
N -0.934 1.309 2.059
```

* net charge: 0
* Kohn-Sham gap (spin up / spin down): 6.3 / 6.3 eV
* HOMO energy (spin up / spin down): -0.3068 / -0.3068 Eh

Formally, the natural (NBO) partial charges of the atoms, in units of the elementary charge, are as follows: atom 1 (C): -0.52, atom 2 (C): 0.72, atom 3 (C): -0.21, atom 4 (O): -0.53, atom 5 (H): 0.19, atom 6 (H): 0.42, atom 7 (C): -0.31, atom 8 (H): 0.41, atom 9 (C): -0.01, atom 10 (H): 0.23, atom 11 (H): 0.22, atom 12 (C): -0.09, atom 13 (C): 0.01, atom 14 (S): 0.28, atom 15 (N): -0.81

---

Record 6
The following is a DFT calculation (wB97M-V/def2-TZVPD) of H18O9Sr as an isolated structure.

The geometry in XYZ format:
```
28
Properties=species:S:1:pos:R:3
O -1.822 -0.657 -1.750
H 2.498 -1.117 2.144
H -2.556 -1.284 -1.805
H 3.156 0.636 -0.308
H -3.468 0.374 0.934
O -0.377 -0.466 2.732
H 2.615 1.770 -1.187
O 2.453 1.294 -0.361
H 0.450 3.032 0.767
H -1.842 -0.179 -2.589
O 1.037 -1.205 -1.974
O -0.326 1.827 -1.768
H -2.950 1.121 -0.299
H 0.987 -1.009 -2.919
H -0.465 2.681 -1.336
H 0.193 -1.145 3.117
H -0.999 -0.242 3.440
H -1.100 -3.158 0.043
H 2.885 -1.671 0.769
O 0.115 2.280 1.274
O -0.689 -2.405 0.491
O 2.244 -1.094 1.210
H 1.508 -2.048 -1.927
H -0.092 2.050 -2.680
H -0.499 2.661 1.921
O -2.668 0.762 0.554
Sr 0.012 -0.026 0.217
H -0.298 -2.782 1.291
```

* net charge: +2
* Kohn-Sham gap: 11.9 eV
* HOMO energy: -0.6612 Eh

Formally, the natural (NBO) partial charges of the atoms, in units of the elementary charge, are as follows: atom 1 (O): -0.98, atom 2 (H): 0.51, atom 3 (H): 0.50, atom 4 (H): 0.49, atom 5 (H): 0.50, atom 6 (O): -0.99, atom 7 (H): 0.49, atom 8 (O): -0.97, atom 9 (H): 0.50, atom 10 (H): 0.50, atom 11 (O): -0.99, atom 12 (O): -0.99, atom 13 (H): 0.50, atom 14 (H): 0.50, atom 15 (H): 0.50, atom 16 (H): 0.49, atom 17 (H): 0.52, atom 18 (H): 0.52, atom 19 (H): 0.51, atom 20 (O): -0.99, atom 21 (O): -0.99, atom 22 (O): -1.00, atom 23 (H): 0.50, atom 24 (H): 0.51, atom 25 (H): 0.51, atom 26 (O): -0.99, atom 27 (Sr): 1.86, atom 28 (H): 0.50

---

Record 7
The following is a DFT calculation (wB97M-V/def2-TZVPD) of a 15-piece molecular cluster, C5H38N2O14 overall in a non-equilibrium geometry.

The geometry in XYZ format:
```
59
Properties=species:S:1:pos:R:3
H -0.024 3.192 -4.560
H -0.471 1.721 -1.721
H -4.394 -3.025 1.779
C -3.582 -3.470 1.191
H -2.121 1.093 2.129
O 5.003 0.743 -0.424
O -0.970 -2.559 3.476
O -0.949 3.056 -4.784
H -4.263 -2.163 -1.919
O 1.134 0.845 3.279
H 4.257 -0.908 -0.461
H 2.845 3.069 -0.809
H 2.390 -1.848 0.811
H -0.651 -0.317 -1.284
O -4.649 -0.719 0.582
H -4.498 -2.090 -3.376
H -2.963 0.771 -1.908
O 3.750 -1.702 -0.231
H 4.864 1.681 -0.217
H -0.542 -3.273 3.960
O -3.476 -3.648 0.004
C -1.434 0.973 1.291
H -0.351 -2.391 2.754
C 0.588 1.934 0.108
H 4.384 -2.419 -0.159
H -4.023 -0.294 -0.029
O -3.856 0.774 -1.517
H 0.093 -2.663 0.133
N 1.779 1.992 0.809
H 1.759 2.378 1.729
H 3.396 2.324 -2.020
H 1.402 0.940 4.176
H -1.211 -3.420 -0.135
H 5.616 0.842 -1.159
H -0.646 0.249 1.516
H 4.196 1.041 2.594
H 0.192 1.009 3.177
N 1.526 1.220 -2.029
O 1.668 -1.792 1.468
C 0.445 1.614 -1.175
O 3.635 2.979 -1.349
C -0.664 2.256 0.885
H 1.521 -0.871 1.700
H -5.532 -0.605 0.232
H -1.445 2.855 0.400
H 2.564 1.381 0.682
H -2.791 -3.905 1.835
H 4.288 -0.460 2.265
O -4.604 -1.547 -2.586
H -1.264 -1.230 -2.342
H -0.981 2.097 -4.882
H -0.476 2.956 1.709
H 2.166 0.519 -1.647
H -4.345 0.328 -2.229
H -2.033 0.610 0.465
O -1.434 -0.432 -1.833
O -0.768 -2.579 -0.298
O 4.714 0.251 2.756
H 1.234 0.637 -2.812
```

* net charge: 0
* Kohn-Sham gap: 7.8 eV
* HOMO energy: -0.2870 Eh

Formally, the natural (NBO) partial charges of the atoms, in units of the elementary charge, are as follows: atom 1 (H): 0.47, atom 2 (H): 0.22, atom 3 (H): 0.14, atom 4 (C): 0.32, atom 5 (H): 0.22, atom 6 (O): -0.98, atom 7 (O): -0.95, atom 8 (O): -0.93, atom 9 (H): 0.50, atom 10 (O): -0.97, atom 11 (H): 0.51, atom 12 (H): 0.49, atom 13 (H): 0.50, atom 14 (H): 0.49, atom 15 (O): -0.99, atom 16 (H): 0.47, atom 17 (H): 0.49, atom 18 (O): -0.99, atom 19 (H): 0.51, atom 20 (H): 0.47, atom 21 (O): -0.56, atom 22 (C): -0.61, atom 23 (H): 0.48, atom 24 (C): 0.13, atom 25 (H): 0.48, atom 26 (H): 0.50, atom 27 (O): -0.98, atom 28 (H): 0.48, atom 29 (N): -0.86, atom 30 (H): 0.40, atom 31 (H): 0.49, atom 32 (H): 0.49, atom 33 (H): 0.48, atom 34 (H): 0.48, atom 35 (H): 0.19, atom 36 (H): 0.46, atom 37 (H): 0.49, atom 38 (N): -0.87, atom 39 (O): -1.02, atom 40 (C): -0.15, atom 41 (O): -0.98, atom 42 (C): -0.45, atom 43 (H): 0.49, atom 44 (H): 0.47, atom 45 (H): 0.23, atom 46 (H): 0.38, atom 47 (H): 0.10, atom 48 (H): 0.48, atom 49 (O): -0.96, atom 50 (H): 0.48, atom 51 (H): 0.46, atom 52 (H): 0.20, atom 53 (H): 0.36, atom 54 (H): 0.50, atom 55 (H): 0.23, atom 56 (O): -0.97, atom 57 (O): -0.97, atom 58 (O): -0.94, atom 59 (H): 0.37

---

Record 8
The following is a DFT calculation (wB97M-V/def2-TZVPD) of one molecule with the formula C5H8O2.

The geometry in XYZ format:
```
15
Properties=species:S:1:pos:R:3
C -1.146 -0.960 1.407
C 2.137 0.111 -0.032
O -1.401 0.190 -0.684
H 2.860 0.570 0.633
O 0.528 1.777 0.413
H 0.175 -0.906 -1.510
C 0.938 0.651 -0.232
H -0.096 0.756 -2.105
C -1.728 -0.793 0.227
H -0.352 -0.311 1.763
H -1.470 -1.766 2.054
H 2.416 -0.803 -0.543
H -0.429 1.853 0.265
H -2.546 -1.425 -0.118
C -0.073 0.118 -1.213
```

* net charge: 0
* Kohn-Sham gap: 10.0 eV
* structure (SMILES): C=COCC(=C)O
* HOMO energy: -0.3331 Eh

Formally, the natural (NBO) partial charges of the atoms, in units of the elementary charge, are as follows: atom 1 (C): -0.47, atom 2 (C): -0.50, atom 3 (O): -0.55, atom 4 (H): 0.21, atom 5 (O): -0.68, atom 6 (H): 0.20, atom 7 (C): 0.28, atom 8 (H): 0.21, atom 9 (C): 0.12, atom 10 (H): 0.22, atom 11 (H): 0.21, atom 12 (H): 0.21, atom 13 (H): 0.49, atom 14 (H): 0.18, atom 15 (C): -0.13

---

What did the fifth record say?
The following is a DFT calculation (wB97M-V/def2-TZVPD) of one molecule with the formula C7H5NOS in a non-equilibrium geometry.

The geometry in XYZ format:
```
15
Properties=species:S:1:pos:R:3
C 0.017 -1.230 -2.349
C 0.077 0.483 1.852
C 0.233 0.143 0.301
O 0.774 -0.043 2.609
H 2.894 1.119 -1.952
H -1.099 1.701 2.966
C -0.607 -1.009 0.071
H -1.418 1.578 1.219
C 0.199 -1.262 -3.608
H -1.256 -1.371 0.839
H -1.266 -2.442 -1.133
C -0.661 -1.543 -1.122
C 1.141 0.655 -0.495
S 1.907 1.910 -1.258
N -0.934 1.309 2.059
```

* net charge: 0
* Kohn-Sham gap (spin up / spin down): 6.3 / 6.3 eV
* HOMO energy (spin up / spin down): -0.3068 / -0.3068 Eh

Formally, the natural (NBO) partial charges of the atoms, in units of the elementary charge, are as follows: atom 1 (C): -0.52, atom 2 (C): 0.72, atom 3 (C): -0.21, atom 4 (O): -0.53, atom 5 (H): 0.19, atom 6 (H): 0.42, atom 7 (C): -0.31, atom 8 (H): 0.41, atom 9 (C): -0.01, atom 10 (H): 0.23, atom 11 (H): 0.22, atom 12 (C): -0.09, atom 13 (C): 0.01, atom 14 (S): 0.28, atom 15 (N): -0.81